No. 1
This record from the OMol25 dataset describes 2 unconnected molecules or ions with the total composition C6H12O4. The level of theory is ωB97M-V with the def2-TZVPD basis set.

Bonds (Å) are listed after each position.
Positions of all 22 atoms, in Å:
1 C -2.441 1.112 -2.567  O2 1.414, H7 1.090, H8 1.090, H9 1.090
2 O -1.393 1.752 -1.866  C1 1.414, C3 1.336
3 C -1.355 1.747 -0.531  O2 1.336, O4 1.206, O5 1.359
4 O -2.138 1.183 0.193  C3 1.206
5 O -0.309 2.544 -0.188  C3 1.359, C6 1.429
6 C 0.022 2.596 1.201  O5 1.429, H10 1.090, H11 1.090, H12 1.090
7 H -2.866 0.199 -2.151  C1 1.090
8 H -2.142 0.761 -3.554  C1 1.090
9 H -3.244 1.738 -2.954  C1 1.090
10 H 0.317 1.635 1.621  C6 1.090
11 H -0.857 2.874 1.783  C6 1.090
12 H 0.870 3.223 1.475  C6 1.090
13 C 1.502 -3.383 0.391  C14 1.498, H17 1.090, H18 1.090, H19 1.090
14 C 0.942 -2.077 0.867  C13 1.498, O15 1.219, C16 1.510
15 O -0.252 -1.856 0.971  C14 1.219
16 C 1.945 -0.977 1.120  C14 1.510, H20 1.090, H21 1.090, H22 1.090
17 H 1.951 -3.257 -0.594  C13 1.090
18 H 0.656 -4.038 0.180  C13 1.090
19 H 2.184 -3.800 1.131  C13 1.090
20 H 1.602 -0.027 0.709  C16 1.090
21 H 2.880 -1.114 0.577  C16 1.090
22 H 2.127 -0.835 2.185  C16 1.090

ΔE to the lowest compared entry with this formula, charge and spin	0.000	eV
2S+1	2
HOMO-LUMO gap (alpha / beta)	0.295 / 0.157	Eh
net charge	+1



No. 2
This record from the OMol25 dataset describes a single C5H8Cl2 molecule. The level of theory is ωB97M-V with the def2-TZVPD basis set.

Bonds (Å) are listed after each position.
Positions of all 15 atoms, in Å:
1 C 0.151 2.321 -1.054  C2 1.311, H8 1.105, H9 1.113
2 C 0.833 1.203 -0.992  C1 1.311, C3 1.558, H10 1.120
3 C 0.063 -0.132 -0.760  C2 1.558, Cl4 1.785, C5 1.646, H11 1.171
4 Cl 1.028 -1.492 -1.395  C3 1.785
5 C -0.061 -0.366 0.865  C3 1.646, C6 1.450, Cl7 1.779, H12 1.144
6 C -0.676 -1.652 1.129  C5 1.450, H13 1.062, H14 1.135, H15 1.001
7 Cl 1.579 -0.499 1.541  C5 1.779
8 H 0.578 3.313 -1.286  C1 1.105
9 H -0.942 2.184 -0.898  C1 1.113
10 H 1.920 0.941 -1.057  C2 1.120
11 H -1.090 -0.235 -0.942  C3 1.171
12 H -0.652 0.497 1.329  C5 1.144
13 H -0.159 -2.492 0.736  C6 1.062
14 H -1.718 -1.744 0.689  C6 1.135
15 H -0.855 -1.845 2.095  C6 1.001

ΔE to the lowest compared entry with this formula, charge and spin	1.744	eV
HOMO-LUMO gap	0.402	Eh
structure (SMILES)	C=C[C@@H](Cl)[C@@H](C)Cl
net charge	0